No. 1
# C43H38BFN14O4Ti

A structure of composition C43H38BFN14O4Ti in a non-equilibrium geometry (wB97M-V/def2-TZVPD, the Open Molecules 2025 dataset).

Cartesian coordinates (Å):
Ti  -0.38681  -0.33660  0.02090
C  -5.02464  1.91945  2.66123
C  -4.18287  0.87615  3.18552
N  -2.88067  0.84210  3.22641
C  -2.25916  1.76055  2.47640
C  -3.16214  2.75241  1.69377
N  -4.46590  2.84572  1.84900
C  -0.65555  1.85925  2.30077
C  -0.30246  3.25971  2.35482
C  1.04505  3.51473  2.11466
C  2.01277  2.39874  2.16209
C  1.47408  1.11686  2.00171
N  0.07669  0.86817  1.83006
C  2.53809  -0.05057  2.16572
C  3.46627  -0.25478  1.08933
N  4.18675  -1.27035  1.20990
C  3.96202  -2.25496  2.17544
C  2.77531  -2.05240  3.08365
N  2.06623  -0.94589  2.99994
C  1.78539  4.79429  2.13135
C  0.83475  6.05627  2.02262
C  1.45307  7.26480  1.91872
N  3.17823  7.43091  1.74802
C  3.69813  6.22790  1.59924
C  3.08336  5.00261  1.90442
H  -6.16265  1.98139  2.77105
H  -4.67184  -0.00697  3.45240
H  -2.73897  3.53488  0.85871
H  -1.02393  3.90402  2.77955
H  3.23333  2.66438  2.44388
H  3.58355  0.62269  0.46876
H  4.41370  -3.19415  2.23645
H  2.38383  -2.76437  4.08302
H  -0.25946  5.94961  1.94182
H  0.89257  8.30556  1.74532
H  4.69950  6.21892  1.79917
H  3.80226  4.72191  2.52496
B  -0.99535  -4.00266  -0.30105
N  -1.26503  -3.43149  1.07381
C  -1.77334  -4.10360  2.21118
C  -1.56624  -3.21500  3.25989
C  -0.91014  -2.11496  2.71487
N  -0.73546  -2.25745  1.40552
N  -1.62243  -3.28218  -1.49051
C  -2.36453  -3.79882  -2.53529
C  -2.50397  -2.77023  -3.42281
C  -1.73538  -1.69603  -2.85840
N  -1.19251  -2.03071  -1.71084
H  -1.29218  -5.20849  -0.47637
H  0.31340  -3.94877  -0.54688
H  -2.37492  -4.93618  2.07944
H  -1.96429  -3.35748  4.27218
H  -0.84545  -1.03914  3.19774
H  -2.60951  -4.79320  -2.44443
H  -2.96069  -2.83467  -4.38092
H  -1.72680  -0.69798  -3.29826
F  5.45743  -2.93623  -4.98412
C  5.32892  -3.44815  -3.78819
C  4.21072  -3.12209  -3.09590
N  4.04202  -3.60583  -1.84199
C  2.83725  -3.19338  -1.04747
C  2.25223  -1.87203  -1.34413
O  2.51583  -1.10281  -2.28867
O  1.33265  -1.54020  -0.45428
C  4.97871  -4.34592  -1.16368
O  4.86253  -4.75617  0.00507
N  5.99457  -4.71975  -1.97794
C  6.41787  -4.28683  -3.24452
O  7.45698  -4.60476  -3.77859
H  3.52929  -2.37430  -3.40859
H  3.16327  -3.35737  -0.00952
H  2.05241  -3.90047  -1.17440
H  6.77046  -5.30734  -1.58870
C  1.31935  3.08429  -3.19574
C  1.05115  1.75180  -3.66909
C  0.71029  0.92352  -2.66904
N  0.53798  1.14121  -1.39560
C  0.90371  2.50937  -0.95885
C  1.12736  3.48053  -1.90113
H  1.41889  3.97329  -3.81286
H  1.07902  1.67073  -4.73500
H  0.49750  -0.17932  -3.08224
H  0.82434  2.41744  0.09432
H  1.10727  4.48962  -1.55716
C  -2.74273  2.12393  -2.15276
C  -3.73746  1.41392  -1.23468
C  -5.15578  1.72788  -1.47317
C  -6.13964  0.88995  -0.91908
C  -5.69153  -0.28643  -0.37794
C  -4.40767  -0.55779  -0.00388
C  -4.14100  -1.87374  0.75247
C  -3.32847  0.36930  -0.35900
N  -2.04244  0.22450  0.03376
H  -3.00653  1.77313  -3.21912
H  -1.61257  1.99963  -1.80394
H  -2.95506  3.24163  -2.07948
H  -5.30246  2.58054  -2.13968
H  -7.09979  1.18435  -1.10033
H  -6.45472  -1.05543  -0.11849
H  -4.83665  -2.65305  0.36908
H  -4.23167  -1.72996  1.82110
H  -3.23685  -2.20510  0.29348

Calculated values
Charge ... -2
Multiplicity ... 3
HOMO-LUMO gap (alpha / beta) ... 5.2 / 5.8 eV
E ... -100761.4825 eV
LUMO (alpha / beta) ... 4.1317 / 3.8667 eV
Highest occupied orbital energy (alpha / beta) ... -1.11 / -1.90 eV

No. 2
# C43H38BFN14O4Ti

A structure of composition C43H38BFN14O4Ti in a non-equilibrium geometry (wB97M-V/def2-TZVPD, the Open Molecules 2025 dataset).

Cartesian coordinates (Å):
Ti  1.17490  0.41934  -1.27173
C  3.94158  -1.18976  -4.15069
C  3.40641  -0.49110  -3.12094
N  2.08739  -0.55701  -2.81270
C  1.30917  -1.35222  -3.62208
C  1.92468  -2.01976  -4.74223
N  3.20412  -1.97326  -5.04458
C  -0.10364  -1.33233  -3.36261
C  -1.11660  -2.09845  -3.98488
C  -2.41692  -1.97149  -3.49879
C  -2.72276  -1.08064  -2.50356
C  -1.70834  -0.34551  -1.90274
N  -0.40193  -0.57813  -2.24910
C  -1.93250  0.80467  -1.07294
C  -3.18995  1.27418  -0.52777
N  -3.35906  2.51289  -0.11441
C  -2.27772  3.32536  -0.11586
C  -1.04419  2.81619  -0.41521
N  -0.83776  1.57661  -0.88127
C  -3.55294  -2.75974  -4.05386
C  -4.67334  -3.21430  -3.28605
C  -5.66524  -3.92279  -3.94377
N  -5.66601  -4.17281  -5.24526
C  -4.60092  -3.77275  -5.91491
C  -3.52205  -3.09841  -5.43288
H  4.99713  -1.01880  -4.34203
H  4.00393  0.15305  -2.49096
H  1.24654  -2.64002  -5.34190
H  -0.93750  -2.83183  -4.74038
H  -3.74640  -0.94835  -2.30232
H  -4.00304  0.61727  -0.40147
H  -2.38206  4.37007  0.14285
H  -0.17599  3.47695  -0.30040
H  -4.72534  -3.05564  -2.22747
H  -6.51175  -4.24123  -3.34908
H  -4.66960  -4.05521  -6.95765
H  -2.69499  -2.79246  -6.03897
B  3.35638  3.37633  -1.10441
N  2.64630  2.96265  0.22307
C  2.96705  3.43335  1.45394
C  2.07647  2.89372  2.36707
C  1.27355  2.03705  1.61912
N  1.62196  2.10033  0.33352
N  2.36316  3.34276  -2.21655
C  2.11958  4.29539  -3.15332
C  1.33158  3.77082  -4.13863
C  1.06463  2.45280  -3.68043
N  1.70579  2.22541  -2.55444
H  4.22880  2.60420  -1.41796
H  3.72754  4.50232  -0.99099
H  3.79175  4.13865  1.56879
H  2.13471  2.98977  3.42634
H  0.49152  1.41687  1.95810
H  2.57339  5.28425  -3.08017
H  0.95117  4.28007  -5.00672
H  0.50441  1.69204  -4.18626
F  -2.76337  -0.30766  7.91974
C  -2.58447  0.90193  7.29156
C  -3.02911  1.11379  6.06934
N  -3.04791  2.33221  5.47560
C  -3.46328  2.42661  4.06622
C  -2.95749  1.15150  3.31596
O  -3.80107  0.70265  2.51669
O  -1.77870  0.81763  3.59176
C  -2.44003  3.42531  6.09977
O  -2.47118  4.58362  5.73278
N  -1.80462  3.11024  7.31060
C  -1.90415  1.92634  8.06683
O  -1.40231  1.84707  9.18376
H  -3.41584  0.30067  5.51388
H  -2.88885  3.24222  3.62098
H  -4.52350  2.54583  3.95810
H  -1.49151  3.96956  7.79174
C  -1.28777  -2.74149  3.11014
C  -0.12140  -1.99338  3.13938
C  0.22576  -1.27936  2.02009
N  -0.54684  -1.20212  0.94078
C  -1.62396  -1.93064  0.91191
C  -2.02841  -2.78750  1.96912
H  -1.60053  -3.27690  4.00154
H  0.50210  -1.94603  4.01647
H  1.14805  -0.71579  1.94939
H  -2.21488  -1.89613  0.00293
H  -2.96245  -3.34026  1.86040
C  4.24235  0.53104  1.32816
C  4.27454  -0.88634  0.85542
C  5.32624  -1.73367  1.15460
C  5.29232  -3.09424  0.86113
C  4.11634  -3.59252  0.27540
C  3.03174  -2.78547  -0.03948
C  1.79456  -3.43099  -0.62872
C  3.13217  -1.39755  0.15574
N  2.14167  -0.54291  -0.24300
H  4.93395  0.72479  2.15410
H  4.43447  1.25667  0.52111
H  3.24632  0.75454  1.74125
H  6.18385  -1.28557  1.68147
H  6.10881  -3.72635  1.14638
H  4.08882  -4.64743  0.11272
H  1.96322  -4.12993  -1.47636
H  1.13155  -2.66878  -1.00686
H  1.24777  -3.95660  0.15994

Calculated values
Charge ... -2
Multiplicity ... 3
HOMO-LUMO gap (alpha / beta) ... 4.7 / 6.7 eV
E ... -100773.7314 eV
LUMO (alpha / beta) ... 4.0312 / 3.7390 eV
Highest occupied orbital energy (alpha / beta) ... -0.66 / -2.91 eV

No. 3
# C43H38CeClP2

A structure of composition C43H38CeClP2 in a non-equilibrium geometry (wB97M-V/def2-TZVPD, the Open Molecules 2025 dataset).

Cartesian coordinates (Å):
C  2.52216  -2.44517  -2.22989
C  2.80057  -1.25421  -1.53019
C  4.08025  -1.11544  -0.96804
C  5.02008  -2.13350  -1.05941
C  4.73131  -3.32006  -1.74073
C  3.46587  -3.46254  -2.31647
P  1.48457  0.01904  -1.28415
C  2.57418  1.50094  -1.25505
C  2.77701  2.15740  -0.02027
C  3.57331  3.31074  0.02014
C  4.21061  3.77041  -1.13949
C  4.06439  3.08086  -2.34874
C  3.22354  1.96977  -2.39927
Ce  -0.51109  0.17149  1.70813
P  0.35788  -2.23385  0.53878
C  1.95992  -2.74433  1.34051
C  2.54840  -3.99250  1.11150
C  3.79127  -4.28504  1.66384
C  4.49288  -3.32625  2.39794
C  3.90775  -2.08679  2.63295
C  2.63268  -1.80857  2.15453
C  -0.83134  -2.23722  1.96146
C  -2.12599  -1.68375  1.66280
C  -2.95326  -1.32147  2.74989
C  -2.54843  -1.56732  4.06673
C  -1.29248  -2.08605  4.34460
C  -0.39721  -2.35142  3.30233
C  -0.31863  -3.59792  -0.44457
C  -0.83044  -3.34873  -1.73315
C  -1.41245  -4.38541  -2.46093
C  -1.52895  -5.66619  -1.90437
C  -1.04021  -5.90738  -0.61635
C  -0.43944  -4.87723  0.11389
C  0.85293  0.08202  -3.03894
C  1.61771  -0.29753  -4.15582
C  1.07862  -0.24418  -5.44864
C  -0.20702  0.25007  -5.65788
C  -0.95879  0.68408  -4.56134
C  -0.44036  0.60240  -3.26470
H  -2.40190  -1.42717  0.62591
H  -3.91803  -0.87736  2.53898
H  -3.24370  -1.37512  4.88279
H  -1.00381  -2.32835  5.36305
H  0.59535  -2.76196  3.50243
H  2.02789  -4.72701  0.48015
H  4.22859  -5.26596  1.50130
H  5.47950  -3.54507  2.79712
H  4.43240  -1.32034  3.20378
H  2.16907  -0.84769  2.42517
H  -0.79364  -2.34354  -2.15337
H  -1.78045  -4.18663  -3.46870
H  -1.98782  -6.47340  -2.48389
H  -1.11795  -6.89908  -0.17206
H  -0.07034  -5.06738  1.12545
H  2.64442  -0.64764  -4.03761
H  1.67609  -0.59766  -6.28748
H  -0.62918  0.29642  -6.66298
H  -1.96133  1.07368  -4.71407
H  -1.04423  0.93497  -2.42134
H  2.34173  1.74350  0.90051
H  3.71121  3.83564  0.96398
H  4.83355  4.66861  -1.10126
H  4.60894  3.40067  -3.24873
H  3.08167  1.45621  -3.34637
H  4.32619  -0.20008  -0.43236
H  5.99684  -2.01733  -0.57997
H  5.46866  -4.11176  -1.82653
H  3.20908  -4.39646  -2.82651
H  1.54653  -2.58072  -2.68968
H  4.85741  -6.16997  -1.70749
H  4.26042  -6.04622  -2.18186
Cl  -2.65023  1.77671  3.36380
C  -3.12372  2.91028  2.10891
C  -3.98284  3.97789  2.37808
C  -4.03555  5.03875  1.44639
C  -3.10737  5.06097  0.39446
C  -2.26007  3.97940  0.15246
C  -2.48054  2.76515  0.86200
C  -2.08371  1.44254  0.35541
H  -4.59925  4.00331  3.28226
H  -4.73040  5.87094  1.58138
H  -3.02038  5.95167  -0.24682
H  -1.43925  4.04489  -0.57624
H  -1.56910  1.47868  -0.61537
H  -2.90071  0.69456  0.39240

Calculated values
Charge ... +2
Multiplicity ... 2
HOMO-LUMO gap (alpha / beta) ... 5.9 / 5.9 eV
E ... -89219.5629 eV
LUMO (alpha / beta) ... -6.8398 / -6.8051 eV
Highest occupied orbital energy (alpha / beta) ... -12.73 / -12.71 eV

The highest charge belongs to which entry? C43H38CeClP2

Which formula does entry 3 have? C43H38CeClP2